# 1
Density functional theory data (ωB97M-V/def2-TZVPD) for C53H48BrCsFIN2O3Te2 as an isolated structure at a distorted geometry.

The maximum force is 0.0586 hartree/bohr. The net charge is -2. The HOMO energy comes out at -0.9 eV. The frontier orbital gap is 4.379 eV. The calculation puts the total energy at -5911.41585 hartree. The spin multiplicity is 1.

Positions of all 112 atoms, in Å:
Cs 0.744 -0.590 -0.188
C -4.541 1.451 -3.955
C -3.094 1.623 -3.610
C -2.302 2.582 -4.253
C -0.972 2.721 -3.866
C -0.501 1.873 -2.891
Br 1.303 2.040 -2.303
N -1.213 0.935 -2.281
C -2.501 0.852 -2.631
H -4.758 1.839 -4.951
H -5.165 1.981 -3.234
H -4.808 0.397 -3.913
H -2.709 3.209 -5.033
H -0.336 3.469 -4.311
H -3.065 0.116 -2.077
O 1.762 1.184 1.688
C 3.150 0.939 1.853
C 3.467 -0.380 0.982
O 4.508 -0.383 0.336
O 2.606 -1.262 1.101
C 4.003 2.091 1.406
C 3.478 3.161 0.689
C 4.300 4.192 0.269
C 5.654 4.170 0.555
C 6.188 3.098 1.253
C 5.369 2.069 1.673
C 3.486 0.613 3.298
C 3.157 1.519 4.301
C 3.462 1.247 5.622
C 4.101 0.067 5.965
C 4.444 -0.834 4.972
C 4.144 -0.558 3.650
H 1.514 1.912 2.276
H 2.424 3.188 0.451
H 3.873 5.016 -0.288
H 6.293 4.982 0.232
H 7.248 3.065 1.472
H 5.779 1.230 2.212
H 2.672 2.455 4.049
H 3.205 1.966 6.388
H 4.331 -0.148 7.000
H 4.954 -1.755 5.225
H 4.419 -1.257 2.879
I -2.933 -4.955 4.603
C -1.419 -3.503 4.332
C -0.163 -3.719 4.871
C 0.781 -2.707 4.730
C 0.400 -1.539 4.093
N -0.806 -1.352 3.576
C -1.698 -2.326 3.665
H 0.070 -4.640 5.385
H 1.780 -2.829 5.121
H 1.085 -0.709 3.999
H -2.657 -2.145 3.198
F -1.351 -7.046 1.524
C -1.598 -5.742 1.136
C -2.805 -5.425 0.534
C -3.050 -4.128 0.158
C -2.104 -3.088 0.371
C -2.318 -1.787 -0.110
C -0.880 -3.475 0.983
C -0.629 -4.777 1.346
H -3.533 -6.206 0.365
H -3.999 -3.886 -0.309
H -3.351 -1.484 -0.272
H -1.700 -0.990 0.296
H -0.120 -2.729 1.178
H 0.307 -5.053 1.811
C -5.812 6.638 4.583
C -4.878 5.823 3.729
C -5.320 5.184 2.580
C -4.450 4.487 1.760
C -4.978 3.804 0.538
C -3.085 4.419 2.062
Te -1.737 3.545 0.725
C -2.652 5.005 3.257
C -1.219 4.874 3.672
C -3.536 5.697 4.066
H -6.838 6.554 4.223
H -5.529 7.694 4.561
H -5.782 6.307 5.624
H -6.373 5.239 2.317
H -6.068 3.779 0.535
H -4.596 2.784 0.495
H -4.634 4.318 -0.360
H -0.938 3.819 3.704
H -1.054 5.317 4.656
H -0.566 5.363 2.947
H -3.176 6.159 4.981
Te -1.371 -2.169 -2.682
C -0.741 -3.982 -3.705
C -1.598 -5.032 -4.001
C -1.166 -6.116 -4.749
C 0.133 -6.163 -5.223
C 1.002 -5.126 -4.924
C 0.568 -4.059 -4.162
C -0.860 -1.206 -4.569
C 0.355 -0.564 -4.737
C 0.608 0.200 -5.861
C -0.363 0.333 -6.839
C -1.576 -0.320 -6.693
C -1.820 -1.076 -5.562
H -2.620 -5.001 -3.649
H -1.848 -6.925 -4.981
H 0.474 -7.002 -5.816
H 2.019 -5.150 -5.292
H 1.256 -3.257 -3.925
H 1.119 -0.659 -3.974
H 1.561 0.700 -5.967
H -0.175 0.950 -7.708
H -2.335 -0.230 -7.460
H -2.773 -1.580 -5.443

Atoms 1-3, force components in eV/Å:
-2.356 0.580 -1.788
0.021 -0.010 0.134
0.106 0.677 -0.580

Löwdin atomic charge list, values in e, 99 entries:
1 Cs 1.21
2 C -0.04
3 C -0.25
4 C -0.01
5 C -0.10
6 C -0.74
7 Br 0.72
8 N -0.01
9 C -0.15
10 H 0.07
11 H 0.08
12 H 0.08
13 H 0.11
14 H 0.10
15 H 0.08
16 O -0.17
17 C -0.35
18 C -0.77
19 O 0.04
20 O -0.38
21 C -0.14
22 C -0.02
23 C -0.09
24 C -0.11
25 C -0.09
26 C -0.02
27 C -0.15
28 C -0.02
29 C -0.09
30 C -0.11
31 C -0.09
32 C -0.02
33 H 0.09
34 H 0.09
35 H 0.10
36 H 0.09
37 H 0.09
38 H 0.12
39 H 0.12
40 H 0.10
41 H 0.09
42 H 0.10
43 H 0.12
44 I 0.83
45 C -0.69
46 C -0.15
47 C -0.05
48 C -0.12
49 N 0.10
50 C -0.22
51 H 0.09
52 H 0.10
53 H 0.10
54 H 0.11
55 F -0.03
56 C -0.33
57 C -0.07
58 C -0.08
59 C -0.43
60 C -0.36
61 C -0.12
62 C -0.05
63 H 0.10
64 H 0.10
65 H 0.03
66 H -0.07
67 H 0.03
68 H 0.12
69 C -0.08
70 C -0.30
71 C -0.05
72 C -0.35
73 C -0.15
74 C -0.62
75 Te 0.60
76 C -0.35
77 C -0.14
78 C -0.05
79 H 0.06
80 H 0.07
81 H 0.07
82 H 0.10
83 H 0.06
84 H 0.03
85 H 0.05
86 H 0.05
87 H 0.06
88 H 0.05
89 H 0.10
90 Te 1.45
91 C -0.47
92 C -0.14
93 C -0.11
94 C -0.12
95 C -0.10
96 C -0.15
97 C -0.48
98 C -0.17
99 C -0.10

***

# 2
Density functional theory data (ωB97M-V/def2-TZVPD) for C53H49N5P2PdSe2 as an isolated structure.

The maximum force is 0.0098 hartree/bohr. The HOMO energy (alpha / beta) comes out at -5.7 / -7.7 eV. The frontier orbital gap (alpha / beta) is 6.115 / 6.814 eV. The calculation puts the total energy at -7936.14948 hartree. The expectation value of S² is 6.079. The spin multiplicity is 5.

Positions of all 112 atoms, in Å:
Pd -0.163 -0.089 -0.075
C 2.270 1.537 -2.965
C 3.157 1.729 -1.770
C 4.392 2.294 -1.855
C 5.204 2.495 -0.725
C 4.767 2.071 0.546
C 3.553 1.496 0.734
C 3.074 0.994 2.058
C 2.587 1.346 -0.421
N 1.890 0.090 -0.430
C 2.522 -1.077 -0.590
C 3.991 -1.216 -0.882
C 1.705 -2.228 -0.519
C 2.316 -3.578 -0.784
N 0.412 -2.076 -0.202
C -0.430 -3.211 -0.310
C -0.726 -3.947 0.836
C -0.194 -3.502 2.169
C -1.486 -5.103 0.705
C -1.937 -5.518 -0.539
C -1.653 -4.761 -1.664
C -0.907 -3.594 -1.565
C -0.604 -2.758 -2.777
H 2.083 2.491 -3.464
H 1.312 1.098 -2.684
H 2.736 0.873 -3.696
H 4.760 2.595 -2.830
H 6.170 2.967 -0.833
H 5.425 2.194 1.399
H 3.604 1.486 2.873
H 3.233 -0.085 2.149
H 2.000 1.156 2.181
H 4.541 -0.299 -0.694
H 4.151 -1.487 -1.931
H 4.436 -2.007 -0.277
H 2.810 -3.597 -1.758
H 1.575 -4.373 -0.761
H 3.078 -3.806 -0.036
H -0.284 -2.420 2.275
H 0.866 -3.749 2.274
H -0.738 -3.985 2.980
H -1.723 -5.682 1.589
H -2.522 -6.424 -0.627
H -2.027 -5.069 -2.634
H -1.278 -3.010 -3.596
H 0.421 -2.912 -3.126
H -0.706 -1.693 -2.549
Se 0.001 7.169 -1.498
P 0.906 6.123 0.078
C 0.375 6.602 1.741
C 0.260 7.961 2.020
C -0.077 8.376 3.297
C -0.310 7.438 4.295
C -0.207 6.084 4.015
C 0.138 5.663 2.739
C 2.716 6.304 0.128
C 3.427 5.955 1.274
C 4.804 6.088 1.302
C 5.478 6.571 0.187
C 4.772 6.919 -0.954
C 3.390 6.788 -0.984
C 0.708 4.312 0.010
C -0.350 3.399 -0.190
N 0.189 2.182 -0.271
N 1.495 2.372 -0.155
N 1.846 3.615 0.002
P -2.149 3.573 -0.354
Se -3.296 1.055 0.080
C -2.310 4.301 -2.007
C -3.382 5.129 -2.328
C -3.551 5.579 -3.628
C -2.671 5.186 -4.625
C -1.627 4.326 -4.320
C -1.448 3.882 -3.021
C -2.549 4.851 0.875
C -2.583 6.221 0.626
C -2.937 7.102 1.637
C -3.257 6.626 2.900
C -3.226 5.262 3.155
C -2.883 4.377 2.145
H 0.423 8.683 1.229
H -0.165 9.433 3.514
H -0.579 7.764 5.292
H -0.404 5.352 4.787
H 0.211 4.604 2.522
H 2.905 5.575 2.144
H 5.353 5.817 2.195
H 6.555 6.682 0.213
H 5.294 7.299 -1.822
H 2.826 7.065 -1.866
H -4.083 5.434 -1.561
H -4.377 6.239 -3.862
H -2.803 5.543 -5.638
H -0.942 4.006 -5.094
H -0.625 3.216 -2.794
H -2.304 6.605 -0.348
H -2.946 8.166 1.437
H -3.531 7.318 3.686
H -3.484 4.883 4.135
H -2.883 3.308 2.335
C -2.069 -0.285 0.494
C -2.886 -1.504 0.726
C -3.243 -1.851 2.032
C -4.085 -2.924 2.277
C -4.579 -3.679 1.223
C -4.225 -3.350 -0.078
C -3.395 -2.271 -0.326
H -2.860 -1.255 2.852
H -4.357 -3.171 3.296
H -5.233 -4.520 1.413
H -4.602 -3.937 -0.907
H -3.133 -2.002 -1.343

Atoms 1-3, force components in eV/Å:
-0.041 -0.193 0.129
-0.016 0.015 0.006
0.008 0.023 0.019

Löwdin atomic charge list, values in e, 99 entries:
1 Pd 0.83
2 C -0.03
3 C -0.19
4 C -0.06
5 C -0.05
6 C -0.07
7 C -0.21
8 C -0.03
9 C -0.35
10 N -0.02
11 C -0.28
12 C -0.01
13 C -0.29
14 C -0.01
15 N 0.00
16 C -0.26
17 C -0.22
18 C -0.03
19 C -0.05
20 C -0.09
21 C -0.06
22 C -0.24
23 C -0.03
24 H 0.09
25 H 0.06
26 H 0.09
27 H 0.12
28 H 0.10
29 H 0.12
30 H 0.08
31 H 0.09
32 H 0.08
33 H 0.06
34 H 0.09
35 H 0.08
36 H 0.09
37 H 0.08
38 H 0.09
39 H 0.07
40 H 0.08
41 H 0.08
42 H 0.11
43 H 0.10
44 H 0.11
45 H 0.08
46 H 0.08
47 H 0.06
48 Se 0.39
49 P 0.56
50 C -0.36
51 C -0.10
52 C -0.07
53 C -0.08
54 C -0.08
55 C -0.09
56 C -0.35
57 C -0.08
58 C -0.08
59 C -0.08
60 C -0.08
61 C -0.10
62 C -0.33
63 C -0.37
64 N 0.06
65 N -0.09
66 N 0.17
67 P 0.97
68 Se 0.70
69 C -0.38
70 C -0.10
71 C -0.08
72 C -0.08
73 C -0.08
74 C -0.10
75 C -0.37
76 C -0.14
77 C -0.07
78 C -0.08
79 C -0.09
80 C -0.11
81 H 0.10
82 H 0.11
83 H 0.11
84 H 0.11
85 H 0.11
86 H 0.10
87 H 0.10
88 H 0.10
89 H 0.10
90 H 0.06
91 H 0.11
92 H 0.10
93 H 0.10
94 H 0.10
95 H 0.09
96 H 0.01
97 H 0.11
98 H 0.11
99 H 0.11

***

The lowest maximum force belongs to which entry? C53H49N5P2PdSe2